The ion C3H6N with charge +1, computed with ωB97M-V/def2-TZVPD.

Computed properties:
Structure (SMILES): C[N+]1=CC1
Net charge: +1
Frontier orbital gap (eV): 9.9
Lowest unoccupied orbital energy (eV): -6.27
Relative energy (zero: lowest compared OMol25 entry of this formula, charge and spin) (kcal per mole): 66.59

CARTESIAN COORDINATES (ANGSTROEM)
N: 0.153 0.197 -0.010
C: -1.070 0.911 -0.324
C: 0.575 -1.079 0.456
C: 0.327 1.561 -0.417
H: 1.657 -1.084 0.594
H: 0.097 -1.252 1.542
H: 1.155 2.195 -0.784
H: -1.536 0.599 -1.322
H: -1.715 1.185 0.459
H: -0.039 -1.822 -0.147

Cartesian forces (eV/Å) of the 2 atoms listed first:
1.17 7.96 -1.73
0.70 0.05 -3.04